# 1
Computed, not measured: a structure of composition C3H4InO3 at a distorted geometry, with the ωB97M-V functional and the def2-TZVPD basis.

Summary:
E_LUMO, eV: 3.460
Gap between HOMO and LUMO, eV: 6.47
Energy above the lowest of the compared OMol25 structures with the same formula, charge and spin, kcal per mole: 0.0
HOMO, eV: -3.01

Structure (ORCA input):
```
! wB97M-V def2-TZVPD RIJCOSX def2/J DEFGRID3
* xyz -1 1
O -0.48152 0.42919 0.70238
C -0.68143 1.78321 0.54675
O -1.11505 2.02719 -0.60194
In -1.07035 3.73325 -1.56837
O 1.01995 3.40555 -2.26760
C 0.29455 2.63531 -2.94174
H 0.89528 1.98322 -3.65017
C -0.46695 -0.10580 2.00811
H -1.25358 0.37017 2.61149
H 0.49669 0.02767 2.51970
H -0.63624 -1.19071 1.95844
*
```

Population analysis type Mulliken, resulting atomic charges in e: O -0.087; C -0.559; O -0.127; In 0.089; O -0.379; C -0.308; H 0.164; C -0.559; H 0.294; H 0.256; H 0.215


# 2
Computed, not measured: a structure of composition C30H27MoN2P2S, with the ωB97M-V functional and the def2-TZVPD basis.

Summary:
E_LUMO (alpha / beta), eV: -10.806 / -10.488
Gap between HOMO and LUMO (alpha / beta), eV: 6.57 / 7.02
Energy above the lowest of the compared OMol25 structures with the same formula, charge and spin, kcal per mole: 16.0
HOMO (alpha / beta), eV: -17.37 / -17.51
⟨S²⟩: 2.07

Structure (ORCA input):
```
! wB97M-V def2-TZVPD RIJCOSX def2/J DEFGRID3
* xyz 3 3
Mo -0.61604 -0.00748 -0.01722
S 1.43444 0.62775 0.80655
C 1.01296 2.17604 0.01778
C 1.72313 3.35188 0.04280
C 1.17743 4.43252 -0.64640
C -0.03599 4.29886 -1.30865
C -0.68496 3.07815 -1.28150
N -0.15660 2.03322 -0.63175
H 2.66369 3.42713 0.57041
H 1.70215 5.37904 -0.66239
H -0.47639 5.12799 -1.84328
H -1.62583 2.92344 -1.78698
C -2.46623 -1.83161 2.18343
N -1.90690 -1.63812 0.78603
P -2.93456 -0.37753 0.02022
C -4.60466 -0.34836 0.52078
C -4.99895 0.44382 1.61109
C -6.33081 0.47269 1.97329
C -7.25699 -0.27941 1.25544
C -6.86807 -1.05896 0.16891
C -5.54225 -1.09716 -0.21178
C -2.62322 -0.51510 -1.72797
C -2.98241 0.64590 -2.46129
C -2.76642 0.69342 -3.81720
C -2.16336 -0.38609 -4.47174
C -1.81296 -1.52853 -3.77080
C -2.06282 -1.60539 -2.40520
P -0.28788 -2.34509 0.46451
C -0.28189 -3.68759 -0.69237
C -1.13975 -4.77819 -0.52682
C -1.04736 -5.84675 -1.40393
C -0.09656 -5.83266 -2.41805
C 0.76355 -4.74931 -2.57247
C 0.67129 -3.66592 -1.71496
C 0.45369 -2.80657 2.00016
C 0.92917 -4.11756 2.15087
C 1.57887 -4.47421 3.31911
C 1.76052 -3.53968 4.33001
C 1.29836 -2.23368 4.18338
C 0.65485 -1.86145 3.02123
H -3.42347 -2.33611 2.07616
H -2.59808 -0.87268 2.68326
H -1.78510 -2.44560 2.75943
H -4.27740 1.03925 2.15793
H -6.65282 1.08294 2.80541
H -8.30051 -0.25171 1.54112
H -7.60681 -1.62765 -0.37868
H -5.24066 -1.69167 -1.06586
H -3.46870 1.48143 -1.96772
H -3.07089 1.56425 -4.38252
H -1.99175 -0.33451 -5.53913
H -1.37836 -2.37574 -4.28319
H -1.87457 -2.53764 -1.89818
H -1.87030 -4.80110 0.27401
H -1.70847 -6.69498 -1.28948
H -0.02086 -6.67586 -3.09186
H 1.50520 -4.75504 -3.35946
H 1.34013 -2.82344 -1.84792
H 0.80434 -4.84913 1.36384
H 1.94841 -5.48331 3.43834
H 2.27284 -3.82906 5.23808
H 1.45150 -1.51272 4.97446
H 0.30472 -0.84248 2.91261
*
```

Population analysis type Mulliken, resulting atomic charges in e: Mo -0.290; S -0.395; C 0.738; C -0.629; C -0.150; C -0.924; C 0.016; N -0.373; H 0.465; H 0.458; H 0.434; H 0.466; C -1.375; N 0.306; P 1.166; C 0.342; C -0.113; C -0.823; C -0.422; C -0.779; C -0.270; C 0.198; C -0.999; C -0.692; C -0.548; C -0.721; C -0.312; P 2.293; C -0.590; C 0.232; C -0.942; C -0.436; C -0.894; C -0.086; C 0.658; C -0.488; C -0.854; C -0.530; C -0.931; C -0.236; H 0.346; H 0.451; H 0.570; H 0.431; H 0.445; H 0.449; H 0.448; H 0.481; H 0.674; H 0.500; H 0.469; H 0.545; H 0.793; H 0.448; H 0.474; H 0.466; H 0.493; H 0.464; H 0.378; H 0.468; H 0.443; H 0.451; H 0.341


# 3
Computed, not measured: an isolated molecule of C3H6O3 at a distorted geometry, with the ωB97M-V functional and the def2-TZVPD basis.

Summary:
E_LUMO (alpha / beta), eV: 0.745 / 0.823
Gap between HOMO and LUMO (alpha / beta), eV: 7.93 / 7.88
Energy above the lowest of the compared OMol25 structures with the same formula, charge and spin, kcal per mole: 110.2
HOMO (alpha / beta), eV: -7.19 / -7.05

Structure (ORCA input):
```
! wB97M-V def2-TZVPD RIJCOSX def2/J DEFGRID3
* xyz 0 1
O -0.32942 -1.62343 -1.02891
C -0.12022 -0.31568 -1.38796
C 0.53659 -0.24135 1.80581
O 0.53414 0.98935 1.38226
C 0.04168 1.44010 0.27511
O -0.75973 0.64719 -0.47000
H -1.28559 -1.72721 -1.01511
H -0.60618 -0.08235 -2.32908
H 0.95735 -0.20219 -1.46327
H 1.04078 -0.37393 2.74248
H 0.03304 -1.02405 1.26536
H -0.04245 2.51354 0.22331
*
```

Population analysis type Mulliken, resulting atomic charges in e: O -0.463; C -0.227; C -0.493; O -0.226; C -0.142; O -0.329; H 0.336; H 0.284; H 0.291; H 0.284; H 0.326; H 0.359


# 4
Computed, not measured: a cluster of 4 separate species, C6H18NO4 in total at a distorted geometry, with the ωB97M-V functional and the def2-TZVPD basis.

Summary:
E_LUMO, eV: 3.265
Gap between HOMO and LUMO, eV: 6.62
Energy above the lowest of the compared OMol25 structures with the same formula, charge and spin, kcal per mole: 65.4
HOMO, eV: -3.35

Structure (ORCA input):
```
! wB97M-V def2-TZVPD RIJCOSX def2/J DEFGRID3
* xyz -1 1
C -0.19009 -1.45329 0.46729
N 0.56576 -1.09770 -0.75671
C 0.18517 -1.98588 -1.94011
O -1.10765 -1.97952 -2.26207
C -0.98279 -0.26274 1.10194
C -0.27190 0.52883 2.19301
C -0.54450 1.96652 1.97064
C 0.25225 2.97890 1.63592
H 0.47202 -1.86530 1.27965
H -0.89521 -2.26020 0.21431
H 0.36517 -0.13608 -1.04509
H 0.78444 -1.31172 -2.62230
H 0.53317 -3.01515 -1.74482
H -1.01119 0.35582 0.21324
H -1.92489 -0.63832 1.42028
H -0.45478 0.16580 3.20463
H 0.81716 0.25256 2.32834
H -1.61615 2.09930 1.80718
H 1.31713 2.73594 1.82024
H -0.08053 3.94788 1.38809
H -2.78086 -0.59583 -1.51889
H -3.26814 0.39977 -0.39571
O -3.56623 -0.27170 -1.04004
H 3.04843 -1.61791 -0.88683
H 3.29736 -0.73512 0.39844
O 3.70865 -1.20219 -0.32622
H 1.46182 1.34831 -2.93727
H 0.49427 1.76426 -1.82406
O 1.39209 1.88479 -2.14309
*
```

Population analysis type Mulliken, resulting atomic charges in e: C -0.832; N 0.285; C -0.622; O -0.833; C -0.441; C -0.467; C -0.195; C -0.761; H 0.266; H 0.289; H -0.188; H 0.229; H 0.332; H 0.059; H 0.576; H 0.347; H 0.270; H 0.252; H 0.217; H 0.313; H 0.361; H 0.293; O -0.682; H 0.339; H 0.300; O -0.680; H 0.313; H 0.314; O -0.652


# 5
Computed, not measured: the ion C9H9O2S with charge -1 at a distorted geometry, with the ωB97M-V functional and the def2-TZVPD basis.

Summary:
E_LUMO (alpha / beta), eV: 3.338 / 3.141
Gap between HOMO and LUMO (alpha / beta), eV: 6.85 / 6.63
Energy above the lowest of the compared OMol25 structures with the same formula, charge and spin, kcal per mole: 79.1
HOMO (alpha / beta), eV: -3.51 / -3.49

Structure (ORCA input):
```
! wB97M-V def2-TZVPD RIJCOSX def2/J DEFGRID3
* xyz -1 1
C 0.83635 -0.28910 2.97978
C -0.15417 0.70211 3.16348
C 0.95809 -0.92692 1.78440
C -0.89035 1.16220 2.03238
C 0.30378 -0.45409 0.62488
C -0.57617 0.58433 0.80820
C 0.66684 -0.99982 -0.70389
C 0.76366 -0.00322 -1.82815
C -0.54593 0.78885 -2.08040
O -3.04374 0.14102 -2.41486
O -1.36882 0.00414 -4.23629
S -1.72552 -0.34638 -2.83272
H 1.33076 -0.50653 3.85993
H -0.05140 1.36275 4.05952
H 1.65374 -1.74320 1.78911
H -1.68043 1.86216 1.94765
H 1.55109 -1.68743 -0.68432
H -0.20435 -1.55781 -1.16176
H 1.69677 0.61767 -1.89354
H 0.88432 -0.52028 -2.76010
H -0.40452 1.80956 -2.45329
*
```

Population analysis type Mulliken, resulting atomic charges in e: C -0.536; C -0.498; C -0.532; C -0.583; C 1.015; C -0.220; C -0.499; C -0.833; C -0.493; O -0.645; O -0.648; S 0.483; H 0.419; H 0.270; H 0.332; H 0.431; H 0.253; H 0.180; H 0.344; H 0.384; H 0.376


# 6
Computed, not measured: a structure of composition C20H26N2O4S at a distorted geometry, with the ωB97M-V functional and the def2-TZVPD basis.

Summary:
E_LUMO, eV: 0.421
Gap between HOMO and LUMO, eV: 8.90
Energy above the lowest of the compared OMol25 structures with the same formula, charge and spin, kcal per mole: 398.4
HOMO, eV: -8.48

Structure (ORCA input):
```
! wB97M-V def2-TZVPD RIJCOSX def2/J DEFGRID3
* xyz 0 1
C -4.43510 -3.15099 1.82835
C -4.57178 -1.78826 1.13677
H -5.39449 -1.71066 0.39668
H -4.88944 -1.06567 1.88415
O -3.51975 -1.55166 0.28414
C -3.25097 -0.17570 0.54414
O -3.91717 0.63987 1.21283
C -1.88230 0.14965 -0.34783
C -1.86732 -0.60625 -1.64782
H -2.76823 -0.87022 -1.96309
C -1.14174 -1.74476 -1.20442
C -0.09763 -2.18131 -2.34025
H 0.66283 -1.59445 -2.54628
H -0.40680 -2.57668 -3.12013
S 1.12119 -3.56192 -1.70497
C 2.08492 -2.49220 -0.55103
N 2.31299 -1.35010 -0.86711
C 3.13185 -0.78243 0.10006
C 3.76777 0.65828 0.16810
C 4.53366 0.76996 1.38094
C 4.92485 -0.34597 1.97734
C 4.37669 -1.52777 2.02529
C 3.58409 -1.68697 0.89524
N 2.85891 -2.85315 0.53230
H 2.95028 -3.67291 0.47206
H 4.89433 -2.42401 2.48208
H 5.68708 -0.34235 2.86280
H 5.00273 1.86801 1.42529
H 3.27077 1.33392 -0.28251
H -1.74522 -2.82608 -1.06466
O -0.48578 -1.65712 0.01143
C -0.87649 -0.65113 0.52157
O -0.40834 -0.25325 1.74085
H -1.27010 -0.18561 -2.30960
C -1.58408 1.55949 -0.31044
C -0.04129 2.13357 -0.57261
H 0.30672 1.29606 -1.58929
H 0.51574 1.72820 0.53990
C 0.11881 3.43663 -1.00175
C 1.48533 3.74381 -1.29642
H 1.83138 4.55010 -1.60244
H 2.09482 3.54870 -0.27886
H 1.81778 2.87471 -2.13462
C -0.31370 4.21465 0.12282
H -0.12024 5.43878 -0.25471
H 0.42202 4.04611 1.00103
H -1.24957 4.20066 0.33385
H -0.34912 3.45453 -1.86189
H -1.80591 2.16589 0.53465
H -2.31951 2.12463 -1.03995
H -4.23815 -3.82492 0.91421
H -5.34895 -3.42804 2.23018
H -3.45841 -3.05364 2.33357
*
```

Population analysis type Mulliken, resulting atomic charges in e: C -1.172; C -0.537; H 0.364; H 0.465; O -0.182; C 0.083; O -0.613; C 3.095; C -2.346; H 0.231; C 1.404; C -1.899; H 0.607; H 0.911; S -0.190; C 0.307; N -0.308; C 0.145; C -0.889; C -0.400; C -0.218; C -0.803; C 1.105; N -0.160; H -0.038; H 0.285; H 0.207; H 0.261; H 0.564; H 0.206; O -0.164; C -0.037; O -0.799; H 0.932; C -2.826; C -0.058; H -0.242; H 0.181; C 0.809; C -1.512; H 0.796; H 0.087; H 0.197; C -1.670; H 0.276; H 0.365; H 0.651; H 0.454; H 0.778; H 0.327; H 0.227; H 0.461; H 0.282


# 7
Computed, not measured: a structure of composition C2H3Al at a distorted geometry, with the ωB97M-V functional and the def2-TZVPD basis.

Summary:
E_LUMO, eV: -14.676
Gap between HOMO and LUMO, eV: 8.89
HOMO, eV: -23.57

Structure (ORCA input):
```
! wB97M-V def2-TZVPD RIJCOSX def2/J DEFGRID3
* xyz 2 1
C 0.57461 -0.47238 0.43553
H 0.66665 -0.31322 1.50259
C 0.17960 -0.88600 -0.64387
H -0.33181 -1.50510 -1.37028
H -0.20265 2.09646 0.52417
Al -0.88640 1.08024 -0.44813
*
```

Population analysis type Mulliken, resulting atomic charges in e: C -0.087; H 0.486; C -0.260; H 0.506; H 0.230; Al 1.125


# 8
Computed, not measured: a structure of composition C3H6N2OS at a distorted geometry, with the ωB97M-V functional and the def2-TZVPD basis.

Summary:
E_LUMO, eV: 0.287
Gap between HOMO and LUMO, eV: 8.87
Energy above the lowest of the compared OMol25 structures with the same formula, charge and spin, kcal per mole: 107.9
HOMO, eV: -8.58

Structure (ORCA input):
```
! wB97M-V def2-TZVPD RIJCOSX def2/J DEFGRID3
* xyz 0 1
C -1.56355 0.28236 0.22586
C 0.55849 -0.73388 0.62431
C 2.02203 -0.14384 0.05326
H -2.74778 0.40537 -1.77432
H -3.48483 1.13395 0.00867
H -1.62715 0.84197 1.23654
H 0.52969 -0.08289 1.67168
H 0.60018 -1.75335 0.89910
H 3.49263 -0.50452 -1.23950
N -2.57715 0.60071 -0.71076
N -0.45817 -0.46245 -0.20278
O 2.78887 -1.03226 -0.71380
S 2.46675 1.44882 -0.07827
*
```

Population analysis type Mulliken, resulting atomic charges in e: C 0.147; C -0.355; C 0.272; H 0.267; H 0.297; H 0.188; H 0.209; H 0.317; H 0.335; N -0.451; N -0.473; O -0.436; S -0.317